1.
{"formula": "C4H5BrN2O", "method": "ωB97M-V with the def2-TZVPD basis set", "relative_energy_kj_mol": 220.9, "total_charge": 0, "species": ["C", "O", "C", "N", "C", "N", "C", "Br", "H", "H", "H", "H", "H"], "positions_angstrom": [[0.429, -1.798, 0.094], [0.756, -0.432, 0.094], [-0.205, 0.514, -0.058], [0.206, 1.802, -0.131], [-0.861, 2.718, 0.026], [-2.029, 2.015, 0.106], [-1.888, 0.721, 0.035], [-3.248, -0.493, 0.143], [1.348, -2.177, 0.507], [0.544, -2.189, -0.971], [-0.397, -2.022, 0.664], [1.200, 1.947, -0.120], [-0.864, 3.790, -0.174]], "atomic_forces_ev_per_a": [[3.4, -0.1, -2.8], [-0.9, 2.0, -0.2], [-4.6, 0.8, 0.3], [-1.4, -0.5, 0.5], [-1.3, -2.4, -0.4], [1.1, 1.9, -0.5], [6.8, 0.0, 0.1], [-0.4, -0.7, 0.0], [0.0, -0.7, 0.8], [-1.3, 0.4, 1.2], [-2.0, -0.7, 0.9], [0.1, 0.6, 0.0], [0.5, -0.6, 0.2]]}

2.
{"formula": "C4H5BrO", "method": "ωB97M-V with the def2-TZVPD basis set", "relative_energy_kj_mol": 408.0, "total_charge": 0, "species": ["C", "C", "C", "C", "O", "Br", "H", "H", "H", "H", "H"], "positions_angstrom": [[0.420, -0.514, -0.096], [-1.789, 0.534, 1.665], [-1.104, -0.182, 0.514], [0.816, 0.345, -1.028], [1.962, 0.383, -1.769], [-0.669, 0.853, 3.074], [-1.605, 0.280, -0.316], [-1.459, -1.129, 0.857], [0.135, 1.261, -1.139], [0.922, -1.355, 0.244], [2.371, -0.477, -2.007]], "atomic_forces_ev_per_a": [[-2.9, 2.6, 0.9], [1.1, -0.3, -0.9], [2.2, 0.8, -0.4], [-0.7, 1.0, 0.4], [0.0, -0.2, -0.4], [0.6, 0.2, 0.8], [-0.8, -0.7, -0.7], [-1.1, -1.3, -0.5], [1.5, -1.3, -0.4], [0.9, -1.5, 0.5], [-0.7, 0.6, 0.7]]}

3.
{"formula": "C4H5BrO", "method": "ωB97M-V with the def2-TZVPD basis set", "relative_energy_kj_mol": 62.5, "total_charge": 0, "species": ["O", "C", "C", "C", "C", "Br", "H", "H", "H", "H", "H"], "positions_angstrom": [[1.340, -1.837, 0.790], [0.651, -0.948, 0.436], [-0.796, -0.509, 0.579], [-0.591, 0.764, -0.286], [0.883, 0.361, -0.728], [2.177, 1.582, -0.251], [-1.458, -1.339, 0.193], [-1.196, -0.488, 1.561], [-1.337, 1.017, -1.024], [-0.638, 1.565, 0.398], [0.964, -0.168, -1.666]], "atomic_forces_ev_per_a": [[-0.1, 0.1, 0.3], [0.2, 2.0, -2.0], [-0.6, -1.8, -1.4], [0.4, -1.4, 0.1], [-2.7, -2.6, 2.7], [1.2, 0.8, -0.1], [0.7, 0.8, -0.4], [0.0, 0.8, 1.2], [0.0, -0.4, -0.6], [0.6, 1.2, 0.6], [0.3, 0.5, -0.5]]}

4.
{"formula": "C4H5BrO3", "method": "ωB97M-V with the def2-TZVPD basis set", "relative_energy_kj_mol": 59.3, "total_charge": 0, "species": ["C", "C", "C", "C", "O", "O", "O", "Br", "H", "H", "H", "H", "H"], "positions_angstrom": [[3.038, -1.962, 0.075], [1.917, -0.563, -0.354], [-0.320, 0.118, 0.589], [0.430, -0.434, -0.647], [3.645, -2.948, 0.325], [2.359, -1.149, 0.890], [2.720, -1.403, -1.098], [2.975, 1.540, 0.012], [-1.179, 0.547, 0.203], [0.296, 0.986, 0.906], [-0.306, -0.469, 1.467], [0.264, 0.223, -1.445], [0.197, -1.446, -0.863]], "atomic_forces_ev_per_a": [[2.1, -3.5, 1.7], [0.7, 3.0, 1.5], [3.4, 1.3, -0.8], [1.6, -0.1, 2.7], [-0.1, 0.8, -0.4], [-1.5, 0.7, -1.2], [-0.8, 1.1, -1.0], [-1.2, -2.0, -0.8], [-2.3, 0.3, 0.0], [-0.3, -0.1, -0.2], [-0.7, -1.1, 0.5], [0.0, 0.6, -1.4], [-0.7, -1.0, -0.6]]}

Number 4 is which compound? C4H5BrO3